# 1
3 unconnected molecules or ions with the total composition C6H14ClN2O2 at a distorted geometry, computed with ωB97M-V/def2-TZVPD.

Each line ends with the Löwdin charge.
Cartesian coordinates (Å):
Cl 1.58 0.39 -0.38  -0.39
C 0.31 -1.23 -4.06  -0.02
C -0.35 -2.19 -3.14  -0.58
O -1.12 -3.06 -3.56  -0.01
N 0.00 -2.07 -1.85  -0.01
C -0.47 -2.91 -0.76  -0.07
H 0.86 -1.78 -4.83  0.08
H 1.08 -0.61 -3.58  0.06
H -0.38 -0.59 -4.60  0.08
H 0.57 -1.27 -1.60  -0.05
H 0.09 -3.85 -0.73  0.08
H -1.54 -3.08 -0.85  0.08
H -0.24 -2.35 0.14  0.06
C 0.49 3.83 2.12  -0.01
C -0.09 2.64 2.85  -0.58
O -0.49 2.74 4.01  -0.01
N -0.13 1.49 2.16  -0.02
C -0.58 0.26 2.75  -0.09
H -0.17 4.69 2.16  0.07
H 0.72 3.60 1.07  0.07
H 1.42 4.10 2.63  0.08
H 0.42 1.40 1.30  -0.04
H 0.16 -0.11 3.47  0.08
H -0.65 -0.48 1.95  0.06
H -1.50 0.43 3.30  0.08

Properties
Gap between HOMO and LUMO in eV: 8.870
Net charge: -1
Highest occupied orbital energy in eV: -5.37
DFT total energy in Ha: -957.3568
F_max in eV Å⁻¹: 1.42
Energy above the lowest of the compared OMol25 structures with the same formula, charge and spin in kJ/mol: 5.5


# 2
A single C6H14ClN2O2P molecule at a distorted geometry, computed with ωB97M-V/def2-TZVPD.

Each line ends with the Löwdin charge.
Cartesian coordinates (Å):
C 0.85 -1.62 -1.06  -0.13
C 1.53 -0.26 -0.66  -0.28
C -0.34 -1.48 -2.09  -0.29
C 0.22 -0.59 2.24  -0.03
C 0.09 1.81 1.84  -0.43
C 0.86 0.60 1.37  -0.49
N 0.87 0.71 0.01  0.01
N -1.42 1.39 -1.70  -0.10
O -3.50 0.05 -0.72  -0.32
O -1.54 -1.27 -1.48  -0.24
P -2.07 0.11 -0.81  0.52
Cl -1.77 1.73 1.55  0.54
H 1.55 -2.36 -1.43  0.10
H 0.38 -2.20 -0.16  0.13
H 2.60 -0.60 -0.19  0.18
H 1.71 0.18 -1.58  0.07
H -0.05 -0.67 -2.79  0.12
H -0.39 -2.34 -2.68  0.10
H -0.87 -0.57 2.04  0.05
H 0.56 -1.53 2.12  0.02
H 0.47 -0.26 3.24  0.08
H 0.53 2.76 1.47  0.10
H -0.01 1.79 2.89  0.03
H 1.92 0.75 1.72  0.17
H -0.38 1.57 -1.53  0.05
H -1.81 2.31 -1.63  0.04

Properties
Gap between HOMO and LUMO (alpha / beta) in eV: 9.375 / 5.973
Net charge: 0
Highest occupied orbital energy (alpha / beta) in eV: -9.52 / -7.34
DFT total energy in Ha: -1298.4455
F_max in eV Å⁻¹: 5.30
Energy above the lowest of the compared OMol25 structures with the same formula, charge and spin in kJ/mol: 383.6